{"formula": "C3H9N2", "method": "ωB97M-V/def2-TZVPD", "charge": 1, "e_above_lowest_kj_mol": 180.5, "homo_lumo_gap_ev": 10.27, "e_tot_ev": -6229.17796, "multiplicity": 1, "e_homo_ev": -14.35, "species": ["C", "C", "C", "N", "N", "H", "H", "H", "H", "H", "H", "H", "H", "H"], "coordinates": [[2.89772, -0.54298, -0.02307], [1.89585, 0.32939, 0.20987], [0.56256, 0.00062, -0.26074], [-0.42071, 0.79815, -0.10603], [-2.75304, -0.16837, 0.14375], [3.95583, -0.32572, 0.13357], [2.57890, -1.57622, -0.48874], [1.98358, 1.29885, 0.75793], [0.41181, -0.93868, -0.75082], [-0.20953, 1.75853, 0.19008], [-1.57986, 0.23057, -0.24408], [-3.41345, -0.23030, -0.66165], [-2.52156, -1.05728, 0.54656], [-3.38811, 0.42345, 0.55336]]}